93
Properties=species:S:1:pos:R:3:forces:R:3:mulliken_charge:R:1 method="wB97M-V/def2-TZVPD" homo_lumo_gap_ev=6.14 fmax_ev_per_a=11.90
Br 6.099 0.837 6.566 -0.09 -0.89 -1.03 -0.11
S 0.676 0.584 0.893 0.20 -1.83 2.24 -0.35
P 0.029 0.574 5.182 -2.02 1.69 0.19 0.14
O -6.870 1.384 -5.354 0.79 -0.35 0.33 -0.66
O -2.135 0.891 -2.998 -0.67 0.34 -0.17 -0.68
O -3.302 3.375 -2.974 -0.20 -1.88 -0.58 -0.59
O -5.622 -4.832 1.854 2.60 0.58 3.16 -0.47
O -3.876 -2.810 0.334 -1.19 4.88 0.60 -0.31
O -3.730 -6.294 2.278 -3.87 8.26 1.95 -0.53
O 4.687 0.646 -2.378 3.61 -1.68 -0.04 -0.30
O -3.698 -0.166 -9.856 -0.43 0.78 0.34 -0.63
O 6.914 1.033 -3.350 -6.74 -5.79 1.88 -0.47
O -6.191 4.524 -9.769 0.40 -0.81 -0.31 -0.60
O -4.258 0.918 -7.398 -0.12 0.25 -1.89 -0.35
O -5.744 -1.119 -5.300 0.31 1.93 0.55 -0.60
O -5.711 3.398 -12.226 0.22 -0.25 1.97 -0.56
N 0.704 -0.719 4.138 1.08 0.87 -2.80 0.61
N 3.346 -1.036 5.825 -0.66 -0.08 -2.86 -0.15
N -5.952 -1.027 -0.029 10.60 -5.35 0.74 -0.45
C 5.032 0.727 -0.922 -0.08 0.94 0.94 -0.38
C 5.919 0.166 -3.072 4.37 5.22 -0.69 0.21
C -3.717 -3.934 3.513 0.72 -0.18 0.60 -0.50
C 3.386 -0.461 4.418 0.52 1.18 -1.91 -0.24
C -0.531 -0.700 1.602 -1.73 -2.21 1.44 0.34
C -3.911 -0.173 -4.141 0.33 0.21 0.24 -0.83
C -5.102 -0.036 -4.728 -0.48 -1.78 -0.58 0.27
C -4.621 1.569 -8.562 0.18 -0.31 1.70 0.16
C -4.289 0.909 -9.855 0.38 -0.77 -0.72 0.95
C -4.696 1.583 -11.098 0.16 -0.28 0.20 -0.92
C -1.719 -1.262 0.620 0.67 -1.17 4.01 -0.45
C 3.913 -3.224 4.429 0.50 -1.33 0.34 -0.66
C 1.229 2.083 5.251 1.34 0.31 -0.28 -0.69
C 2.000 -0.294 3.496 4.72 0.83 -1.04 -0.49
C -0.336 -1.189 3.152 -3.87 -2.17 -1.83 0.09
C 4.975 0.674 2.334 -3.47 -0.89 1.09 -0.46
C 7.615 0.472 4.060 0.83 0.24 0.14 -0.54
C -1.447 -2.301 3.718 -0.12 1.34 -3.83 -0.84
C 6.267 -0.109 4.790 -0.28 -1.15 -2.06 -0.37
C -5.630 3.433 -9.770 -0.40 0.77 0.68 0.82
C -5.323 2.760 -11.062 -0.31 0.43 -1.83 0.34
C 3.962 -2.432 5.868 -0.47 -0.97 0.20 -0.55
C -5.785 1.285 -4.791 -0.76 0.74 -0.24 0.85
C 2.208 0.359 2.009 1.97 -0.43 1.62 0.07
C -2.807 -2.338 1.229 3.49 1.79 2.38 0.17
C -5.245 2.748 -8.526 -0.11 0.24 -0.14 -0.79
C -0.328 -0.122 6.937 0.97 -0.43 1.24 -0.93
C -2.693 -2.884 2.771 2.47 2.61 -1.11 0.63
C -4.799 -1.657 0.074 -7.67 1.07 0.30 0.35
C 4.892 0.014 3.868 -2.96 1.22 -2.50 0.66
C -3.236 0.983 -3.532 0.57 -0.84 0.11 1.01
C 3.637 0.850 1.372 0.15 -1.59 3.84 0.05
C -4.321 -5.112 2.545 0.98 -4.91 -2.36 0.43
C 3.832 1.539 -0.126 0.48 -0.02 1.15 -0.47
C -5.120 2.436 -4.161 -0.26 -0.18 -0.22 -0.84
C 7.817 2.107 4.202 0.44 0.66 0.29 -0.96
C -3.931 2.298 -3.571 0.38 1.74 0.62 0.41
H -6.143 4.230 -11.935 0.18 -0.33 -0.12 0.35
H 6.007 1.399 -0.806 -1.93 -1.76 -0.31 0.27
H 5.992 1.070 1.867 -2.36 -1.00 1.32 0.00
H -1.358 -2.674 4.829 -0.18 0.80 -2.49 0.15
H -1.728 -0.853 -0.493 -0.21 -1.09 2.61 0.31
H 8.566 -0.027 4.581 -2.25 0.97 -1.05 0.33
H 4.662 -2.810 3.618 -1.74 -0.61 1.67 0.18
H -2.458 3.020 -2.620 -0.35 0.15 -0.15 0.33
H 6.815 2.698 4.369 1.88 -1.38 -0.41 0.29
H -3.068 -4.488 4.347 -1.40 1.10 -2.03 0.32
H 0.014 -1.245 6.942 -0.78 2.01 0.20 0.23
H 3.328 -3.100 6.628 1.39 1.61 -1.55 0.36
H 4.274 -4.341 4.646 -0.76 2.35 -0.42 0.35
H 2.308 1.815 5.620 -1.90 0.58 -0.68 0.19
H 2.373 -1.048 6.214 1.20 -0.01 -0.91 0.30
H 6.421 -1.282 4.952 -0.34 2.73 0.07 0.32
H 2.807 -3.326 3.993 2.48 0.56 1.00 0.15
H 6.072 -0.970 -3.352 -0.89 2.24 0.65 0.32
H 5.030 -2.311 6.330 -1.86 -0.49 -1.11 0.18
H 4.242 2.639 0.092 -1.12 -2.38 -0.62 0.29
H -5.490 3.240 -7.594 -0.01 -0.02 -0.04 0.49
H -4.553 -3.347 4.129 1.60 -1.26 -1.74 0.33
H 0.285 0.455 7.779 -1.29 -1.29 -1.77 0.33
H 0.812 2.965 5.925 0.52 -2.14 -1.39 0.37
H -5.636 3.387 -4.198 0.02 -0.05 0.01 0.45
H 2.832 1.603 -0.744 2.09 -0.33 1.32 0.30
H -6.115 -4.091 2.350 1.35 -1.47 -1.05 0.36
H -4.464 1.083 -12.030 -0.01 0.03 0.07 0.41
H 1.308 2.472 4.128 -0.20 -0.87 2.48 0.20
H 8.357 2.598 3.271 -1.14 -1.30 1.74 0.29
H -1.485 -0.038 7.196 2.59 -0.20 -0.83 0.31
H 7.666 0.138 2.928 -0.35 0.62 2.35 0.32
H 5.158 -0.344 -0.444 -0.19 2.12 -1.11 0.32
H -3.402 -1.128 -4.089 -0.03 0.05 -0.01 0.50
H -3.821 0.088 -7.688 -0.16 0.29 0.12 0.35
H 8.518 2.361 5.134 -1.66 -0.70 -2.01 0.32
H -6.585 -0.763 -5.660 0.34 -0.12 0.14 0.36

***

39
Properties=species:S:1:pos:R:3:forces:R:3:mulliken_charge:R:1 method="wB97M-V/def2-TZVPD" multiplicity=2 charge=+1 homo_lumo_gap_ev="7.59 / 8.10" fmax_ev_per_a=1.15 relative_energy_kcal_mol=1.7
Br 1.086 -2.835 -5.963 0.03 -0.05 -0.13 -0.14
Ti 0.798 0.161 0.016 0.52 -0.04 -1.02 0.61
Cl 3.659 3.759 0.079 -0.02 -0.03 -0.01 -0.14
Cl -1.180 2.897 3.903 0.03 0.03 0.01 -0.16
Cl -0.980 1.296 1.228 -0.07 0.44 0.28 -0.18
Cl 3.449 5.413 2.732 -0.02 -0.01 -0.02 -0.14
Cl 1.028 4.999 4.646 0.01 0.01 0.02 -0.15
O 1.855 -1.255 0.871 0.13 -0.05 0.06 -0.59
O 1.416 1.916 -0.336 -0.32 -0.12 0.63 -0.63
N 3.247 -2.875 1.472 0.24 -0.24 0.05 0.11
C 0.284 2.461 1.688 -0.24 0.00 0.10 0.64
C 1.104 -0.616 -4.194 -0.13 -0.05 -0.03 -0.65
C 0.481 -0.699 -1.840 0.11 -0.14 0.30 0.07
C 0.918 0.008 -2.966 0.14 0.08 -0.13 -0.11
C 2.231 4.284 2.326 0.06 0.06 0.06 0.06
C 2.925 -1.922 0.638 -0.42 0.17 0.09 0.87
C 2.334 3.559 1.145 0.00 0.08 0.10 0.35
C 0.220 -2.066 -2.002 -0.04 -0.06 -0.05 -0.25
C 0.384 -2.705 -3.223 -0.01 0.06 0.02 -0.67
C 0.836 -1.970 -4.313 -0.04 0.00 0.20 0.14
C 3.753 -1.634 -0.567 0.11 -0.06 -0.07 -1.43
C 2.403 -3.129 2.651 0.14 0.07 -0.18 -0.91
C 1.345 2.633 0.800 0.07 -0.17 -0.43 0.17
C 4.426 -3.728 1.237 -0.22 0.13 0.02 -0.96
C 0.165 3.169 2.879 -0.08 -0.08 -0.04 -0.23
C 1.147 4.097 3.198 0.02 -0.02 -0.04 0.42
H 2.944 -3.795 3.314 -0.03 0.00 0.04 0.38
H 2.196 -2.192 3.159 -0.03 -0.01 0.04 0.32
H 1.447 -0.059 -5.055 0.00 0.03 0.02 0.43
H 3.543 -2.388 -1.331 0.04 -0.01 0.00 0.39
H 4.373 -4.568 1.920 0.03 -0.03 -0.01 0.34
H -0.125 -2.673 -1.169 0.01 0.05 0.04 0.41
H 3.506 -0.665 -0.992 -0.07 0.04 0.07 0.35
H 4.419 -4.106 0.218 0.05 -0.01 0.00 0.37
H 4.816 -1.658 -0.332 0.00 -0.04 -0.05 0.43
H 1.136 1.069 -2.909 0.01 0.00 0.08 0.43
H 5.343 -3.171 1.422 0.03 -0.03 0.01 0.34
H 0.166 -3.759 -3.325 0.01 0.00 -0.04 0.43
H 1.466 -3.590 2.345 -0.02 -0.01 0.03 0.29

***

80
Properties=species:S:1:pos:R:3:forces:R:3:mulliken_charge:R:1 method="wB97M-V/def2-TZVPD" multiplicity=3 charge=-2 homo_lumo_gap_ev="5.85 / 5.85" fmax_ev_per_a=5.28
Tm 0.408 -0.310 0.774 0.55 -1.00 -0.71 0.50
I 1.641 -4.752 3.480 -0.31 -0.48 -0.26 -0.02
Cl 5.318 -1.358 5.981 -0.38 0.02 -0.53 -0.30
S 3.037 0.357 -0.295 -0.16 0.03 0.25 -0.52
S 1.633 -2.123 -1.027 0.33 0.53 0.13 -0.35
S 4.254 -1.539 -2.290 0.73 0.02 -0.15 -0.37
S -1.308 1.825 1.625 -1.17 4.91 1.52 0.83
O 1.534 4.073 -3.598 -0.98 0.32 -0.07 -0.71
O -2.529 2.237 0.945 -0.42 -0.72 0.59 -0.69
O -0.215 1.743 0.606 1.21 0.54 -1.02 -0.40
O -1.351 0.462 2.148 -0.03 -1.98 0.90 -0.42
O 0.619 -1.804 2.393 0.16 -0.55 0.35 0.34
O -0.999 2.854 2.669 0.18 -1.86 -1.12 -0.73
O -3.628 -4.441 2.630 -1.41 -1.23 -0.94 -0.71
N -2.257 -2.925 3.430 0.03 2.31 1.27 0.07
N -1.686 -3.917 1.429 0.33 0.72 0.74 -0.17
N -3.867 -0.162 -0.234 0.21 -0.66 -0.80 0.33
N 1.694 1.430 -6.404 -0.30 -0.76 0.48 -0.62
N 1.596 0.519 2.817 0.54 -0.72 1.06 0.46
N -2.428 0.666 -1.916 -0.14 -1.50 0.22 0.41
N -1.684 -1.035 -0.486 -1.00 0.41 -0.41 -0.58
N 2.985 2.438 -3.215 0.39 0.09 0.44 0.02
C 3.510 -2.676 4.479 -0.06 -2.10 -0.57 -0.53
C 2.358 -2.832 3.654 0.66 -0.83 0.99 -0.04
C 2.713 1.978 4.295 0.71 -0.30 0.78 -1.08
C 3.565 1.003 4.764 -0.23 1.93 0.82 -0.54
C 3.086 -1.112 -1.209 -1.50 -0.50 0.22 0.22
C 2.283 -0.479 3.451 -1.83 -0.47 -0.68 0.21
C -3.985 -0.657 1.120 -0.35 0.62 0.37 -0.43
C -4.988 0.602 -0.736 0.58 0.68 -0.26 -1.07
C 2.017 0.078 -4.488 0.32 -0.54 1.61 0.62
C 1.675 -1.782 3.149 0.26 1.05 -0.96 0.32
C 2.073 3.346 -2.784 1.26 0.72 -0.53 0.70
C 0.400 -0.576 -6.048 -0.09 0.31 -0.93 -0.45
C -2.549 2.077 -1.756 0.14 0.52 -2.47 -1.59
C 3.281 -0.292 4.414 0.73 -1.56 -1.05 -0.21
C 3.230 2.207 -4.606 1.28 -1.40 -0.83 -1.07
C -3.229 -2.673 4.521 0.03 1.15 -1.53 -0.94
C 1.082 -0.838 -4.892 -0.08 -0.06 0.43 -0.30
C 1.760 1.695 3.347 -0.65 1.91 -1.81 -0.08
C 0.773 0.511 -6.816 1.41 1.38 0.98 -0.32
C -1.498 0.286 -2.973 -0.31 -0.11 0.63 -1.11
C 2.006 3.513 -1.294 -0.47 0.61 0.34 -0.35
C -2.631 -3.788 2.461 1.94 -0.07 0.37 0.50
C -2.650 -0.208 -0.875 0.73 0.05 0.79 0.57
C 2.261 1.216 -5.182 -0.80 0.66 -2.38 0.38
C 3.987 -1.486 4.804 0.25 1.79 1.33 0.11
H -2.140 -1.780 0.041 0.46 -0.14 0.03 0.08
H -4.740 0.892 -1.784 -0.46 0.03 0.93 0.30
H 1.507 2.661 -0.848 0.30 -0.26 0.26 -0.42
H -2.886 2.367 -0.836 -1.37 0.37 1.99 0.84
H 0.871 -1.685 -4.266 -0.05 -0.30 0.15 0.52
H -4.426 0.171 1.720 0.44 -0.45 -0.09 0.28
H 4.341 1.291 5.473 -0.06 -0.39 -0.19 0.37
H -4.230 -2.445 4.088 0.51 -0.37 0.40 0.25
H -2.975 -0.871 1.477 -0.54 0.08 0.28 -0.31
H -3.120 2.527 -2.579 -0.13 -0.08 0.02 0.29
H 1.195 2.549 2.912 0.15 -0.89 0.33 0.35
H -5.940 0.059 -0.731 0.27 -0.29 0.07 0.35
H 4.025 -3.593 4.803 -0.30 0.59 -0.04 0.29
H 3.297 3.061 -5.241 -0.60 1.10 0.02 0.29
H -4.657 -1.523 1.235 0.27 0.03 -0.32 0.29
H 3.019 3.680 -0.877 -0.59 -0.38 -0.14 0.38
H -1.670 -2.109 3.227 0.04 -0.74 -0.21 0.05
H -1.588 2.546 -1.772 1.03 0.19 -0.22 0.25
H 2.560 -0.033 -3.557 -0.17 -0.38 0.00 -0.51
H 2.736 2.990 4.618 0.42 0.65 0.35 0.44
H 3.446 1.892 -2.506 0.12 -0.41 0.01 0.14
H -1.706 -4.788 0.953 -0.43 -0.60 -0.39 0.25
H -1.634 -0.745 -3.321 -0.22 0.37 0.01 0.31
H -2.930 -1.785 5.101 0.19 -0.46 -0.26 0.36
H 4.247 1.759 -4.794 -0.73 0.18 0.85 0.35
H 0.345 0.720 -7.781 -0.26 -0.04 -0.22 0.41
H -0.409 -1.171 -6.397 -0.46 -0.65 -0.17 0.42
H 1.367 4.370 -1.040 0.27 -0.10 -0.29 0.31
H -3.257 -3.539 5.132 -0.33 -0.69 0.70 0.32
H -5.095 1.468 -0.050 -0.10 -0.04 -0.69 0.32
H -1.663 1.049 -3.709 -0.05 -0.05 -1.00 0.39
H -0.717 -3.721 1.730 -0.74 0.25 -0.18 -0.12
H -0.472 0.389 -2.682 0.81 -0.02 0.40 0.32